{
  "formula": "C3H9N2O",
  "method": "ωB97M-V/def2-TZVPD",
  "orbital_gap_ev": 8.7598,
  "multiplicity": 1,
  "largest_force_ev_per_a": 5.54,
  "charge": 1,
  "lumo_ev": -5.17,
  "homo_energy_ev": -13.9,
  "molar_mass_g_mol": 89.1,
  "e_tot_ha": -304.09240,
  "elements": ["C", "C", "C", "N", "N", "O", "H", "H", "H", "H", "H", "H", "H", "H", "H"],
  "xyz": [[-0.01427, -0.95165, 0.63650], [0.97023, -0.62281, -0.50829], [0.93003, 0.15076, 0.65343], [-1.99397, 0.57963, -0.54132], [1.37220, 1.09490, 1.42216], [0.68867, -0.21365, -1.76588], [-0.98111, -0.55510, 0.30450], [0.01381, -1.78664, 1.42304], [1.73009, -1.47844, -0.48583], [-2.83010, 0.08058, -0.52401], [-1.33270, 0.30160, -1.18333], [-2.13008, 1.53777, -0.83984], [2.19584, 1.66921, 1.30831], [0.99183, 1.07443, 2.36753], [0.38954, -0.88058, -2.26697]],
  "forces_ev_per_angstrom": [[-0.08, 0.10, 0.94], [2.39, -4.74, -0.82], [0.01, 1.40, 2.42], [0.12, 2.86, 1.17], [-0.63, -1.52, 0.17], [0.94, 4.83, 2.54], [-0.19, 0.06, 1.14], [0.25, 1.07, -1.68], [-0.11, 1.67, 0.03], [-1.55, -0.91, -0.47], [1.12, -1.38, -2.06], [-0.68, 0.17, 0.45], [0.00, 0.16, -0.71], [0.02, 0.30, -0.14], [-1.61, -4.05, -2.98]],
  "mulliken_charge": [-0.49, -0.09, 0.43, -0.69, -0.25, -0.46, 0.33, 0.31, 0.30, 0.20, 0.23, 0.23, 0.30, 0.30, 0.33]
}


{
  "formula": "C4H11NO",
  "method": "ωB97M-V/def2-TZVPD",
  "orbital_gap_ev": 9.9789,
  "multiplicity": 1,
  "largest_force_ev_per_a": 2.12,
  "smiles": "CNCCOC",
  "charge": 0,
  "lumo_ev": 1.09,
  "homo_energy_ev": -8.9,
  "molar_mass_g_mol": 89.1,
  "e_tot_ha": -288.95294,
  "elements": ["C", "N", "C", "C", "O", "C", "H", "H", "H", "H", "H", "H", "H", "H", "H", "H", "H"],
  "xyz": [[2.36473, -0.43068, -0.15666], [0.94946, -0.18089, -0.47936], [0.28328, 0.78341, 0.41877], [-1.07531, 1.10393, -0.20346], [-1.80612, 0.02933, -0.74219], [-1.97316, -1.03773, 0.18552], [2.74745, -1.05792, -0.96316], [3.01339, 0.45508, -0.11861], [2.40809, -1.03453, 0.75826], [0.79689, 0.10226, -1.45348], [0.82197, 1.70052, 0.61420], [0.16346, 0.26251, 1.41276], [-1.69006, 1.62066, 0.52870], [-0.98167, 1.78456, -1.05245], [-2.59550, -0.72715, 1.04916], [-2.43359, -1.93119, -0.32433], [-0.99332, -1.44218, 0.52632]],
  "forces_ev_per_angstrom": [[-0.73, -0.41, -0.79], [0.43, 0.89, 0.33], [-0.49, -2.06, -0.11], [-0.26, 0.55, 0.02], [0.12, -1.02, 0.39], [0.14, -1.09, -0.19], [0.16, -0.08, 0.09], [-0.18, 0.02, 0.33], [0.17, 0.39, -0.03], [0.33, -0.16, 0.55], [0.31, 0.47, -0.10], [0.02, 0.57, -0.81], [-0.17, 0.22, 0.38], [0.32, 0.08, 0.06], [0.25, -0.15, -0.34], [0.09, 1.24, 0.28], [-0.50, 0.54, -0.03]],
  "mulliken_charge": [-0.92, -0.18, -0.68, -0.63, -0.33, -0.61, 0.34, 0.30, 0.27, 0.21, 0.42, 0.33, 0.39, 0.33, 0.27, 0.24, 0.25]
}


{
  "formula": "C6H34O13",
  "method": "ωB97M-V/def2-TZVPD",
  "orbital_gap_ev": 8.8128,
  "multiplicity": 1,
  "largest_force_ev_per_a": 2.74,
  "charge": 0,
  "lumo_ev": -0.31,
  "homo_energy_ev": -9.1,
  "molar_mass_g_mol": 314.3,
  "e_tot_ha": -1227.07040,
  "elements": ["O", "C", "C", "C", "C", "C", "C", "H", "H", "H", "H", "H", "H", "H", "H", "H", "H", "H", "H", "O", "H", "H", "O", "H", "H", "O", "H", "H", "O", "H", "H", "O", "H", "H", "O", "H", "H", "O", "H", "H", "O", "H", "H", "O", "H", "H", "O", "H", "H", "O", "H", "H", "O"],
  "xyz": [[3.10303, 1.46371, 1.46727], [2.50006, 2.12470, 0.65170], [1.00192, 2.20934, 0.69027], [0.36615, 1.80570, 2.07079], [-0.89880, 2.64902, 2.11993], [-2.07825, 2.14412, 1.79338], [-3.34656, 2.97851, 1.70608], [3.00156, 2.79016, -0.07771], [0.64838, 3.22755, 0.45693], [0.45021, 1.69682, -0.09039], [0.27622, 0.73716, 2.16267], [1.12970, 2.05578, 2.81070], [-0.66796, 3.61052, 2.51814], [-2.19108, 1.10188, 1.55741], [-3.62030, 3.01853, 0.65898], [-3.16880, 4.03147, 1.94635], [-4.05153, 2.56748, 2.43155], [2.99634, -0.32363, 1.29321], [2.27644, -1.55266, 1.83022], [3.02314, -1.29810, 1.27017], [0.90980, -2.13876, -0.64854], [-0.39931, -2.34098, 0.28802], [-0.04070, -2.02453, -0.54365], [-1.97932, 0.50398, -2.05131], [-1.16476, -0.41527, -2.93448], [-1.30046, 0.51474, -2.73712], [1.35134, 3.47335, -3.20271], [1.40015, 2.44625, -2.01115], [1.13593, 3.34444, -2.27867], [-1.61080, 2.14422, -3.61856], [-1.28682, 3.31091, -2.81349], [-1.45794, 3.09977, -3.74030], [2.12878, -3.27769, 3.34546], [2.03866, -2.01130, 4.42886], [1.80884, -2.42151, 3.59982], [1.40409, -4.33575, 1.97752], [0.18533, -4.94180, 1.27451], [0.47824, -4.18762, 1.79530], [3.49883, -2.31385, -1.91566], [3.33484, -1.61496, -0.55629], [2.98904, -1.62800, -1.47169], [-0.21755, -5.20461, -1.42438], [1.23994, -5.50997, -1.09618], [0.57900, -4.81257, -1.06699], [0.99522, 0.24383, -1.90827], [2.54059, 0.18074, -2.07218], [1.76522, 0.74891, -2.18537], [-5.52320, -0.88189, -0.21153], [-4.13510, -0.31771, 0.05800], [-5.06124, -0.06911, 0.00355], [-1.63211, -1.96425, -1.22557], [-2.27091, -2.49795, -2.59561], [-2.45349, -2.13913, -1.72901]],
  "forces_ev_per_angstrom": [[0.51, 0.05, -0.34], [-0.96, 0.36, 0.00], [-0.92, 0.31, 0.77], [0.95, 1.04, -1.13], [0.95, -2.43, 0.85], [-0.53, 1.78, 0.23], [1.20, 0.01, 0.38], [0.15, -0.32, 0.05], [0.68, 0.07, 0.12], [0.43, -0.56, -0.36], [-0.58, -0.47, -0.17], [-0.38, 0.33, 0.30], [-0.58, 0.97, -0.20], [0.18, -0.40, -0.19], [-0.90, -0.45, -0.05], [0.22, -0.19, 0.31], [-0.53, 0.11, -0.66], [0.19, -0.19, 0.17], [0.15, -0.13, 0.18], [-0.11, 0.22, -0.27], [0.09, -0.33, 0.43], [0.95, -0.38, 0.36], [-0.70, 0.90, -0.47], [-0.04, -0.11, -0.08], [-0.09, -0.10, -0.07], [0.06, -0.01, 0.33], [-0.05, -0.35, -0.12], [0.07, 0.14, -0.80], [-0.08, 0.58, 0.93], [0.18, 0.26, -0.61], [0.38, 0.53, -0.19], [-0.47, -0.53, 0.50], [0.66, -0.21, 1.18], [0.69, -0.80, 0.31], [-1.35, 1.19, -1.19], [0.17, -0.26, -0.27], [0.18, 0.07, -0.21], [-0.48, 0.17, 0.27], [-0.08, 0.08, -0.13], [-0.40, 0.08, 0.12], [0.31, -0.32, 0.15], [-0.25, -0.08, -0.20], [0.03, -0.10, -0.13], [0.27, -0.09, 0.19], [-0.02, -0.18, -0.05], [-0.31, -0.26, 0.10], [0.28, 0.15, -0.03], [0.00, -0.12, -0.07], [0.04, -0.13, -0.08], [0.00, 0.22, 0.11], [0.10, -0.48, -0.95], [0.43, -0.13, 0.01], [-0.71, 0.50, 0.66]],
  "mulliken_charge": [-0.62, 0.11, -0.21, -0.74, -0.55, -0.04, -1.25, 0.39, 0.49, -0.03, 0.34, 0.38, 0.38, 0.42, 0.30, 0.36, 0.32, 0.38, 0.33, -0.72, 0.21, 0.23, -0.52, 0.30, 0.26, -0.67, 0.28, 0.35, -0.60, 0.39, 0.28, -0.62, 0.26, 0.26, -0.58, 0.27, 0.28, -0.54, 0.26, 0.35, -0.61, 0.29, 0.27, -0.53, 0.23, 0.33, -0.58, 0.31, 0.30, -0.61, 0.42, 0.28, -0.59]
}


{
  "formula": "C15H25HgIN6O",
  "method": "ωB97M-V/def2-TZVPD",
  "orbital_gap_ev": [7.2618, 8.2254],
  "s_squared": 0.75,
  "multiplicity": 2,
  "largest_force_ev_per_a": 0.15,
  "charge": 1,
  "lumo_ev": [-1.81, -3.11],
  "homo_energy_ev": [-9.1, -11.3],
  "molar_mass_g_mol": 632.9,
  "e_tot_ha": -1441.26869,
  "elements": ["Hg", "N", "C", "C", "N", "H", "H", "H", "H", "H", "H", "H", "H", "C", "N", "C", "C", "O", "H", "H", "H", "H", "H", "H", "H", "I", "C", "C", "C", "C", "C", "N", "H", "H", "H", "H", "N", "C", "C", "C", "N", "C", "C", "H", "H", "H", "H", "H", "H"],
  "xyz": [[-0.16928, -0.44465, 0.25328], [-0.04726, -1.32159, 2.73993], [1.30397, -1.09783, 3.25565], [1.81207, 0.28876, 2.89315], [1.99140, 0.41223, 1.44350], [-0.74522, -0.81359, 3.27115], [-0.30295, -2.30117, 2.74683], [1.95862, -1.84791, 2.80477], [1.36966, -1.22621, 4.34077], [2.73518, 0.49058, 3.44492], [1.07914, 1.03601, 3.20583], [2.81601, -0.09544, 1.14077], [2.12089, 1.37761, 1.16286], [-1.76583, 1.69588, -4.99183], [-1.37587, 1.20498, -3.68513], [-2.27569, 0.29786, -3.00416], [-0.17534, 1.51400, -3.16666], [0.27557, 1.10182, -2.10883], [-2.84501, 1.84854, -5.00765], [-1.50467, 0.99077, -5.78442], [-1.28714, 2.65234, -5.19324], [-2.55581, -0.52464, -3.66570], [-3.18321, 0.82147, -2.69180], [-1.77640, -0.10331, -2.12528], [0.38962, 2.21708, -3.79642], [-3.71337, -1.48060, 0.54903], [-3.70841, 0.56496, 0.07079], [-4.87598, 1.13455, -0.41976], [-4.83315, 2.47566, -0.75956], [-3.64201, 3.17385, -0.61107], [-2.54116, 2.49714, -0.11881], [-2.57565, 1.20953, 0.22745], [-5.77673, 0.54902, -0.53014], [-5.72034, 2.96729, -1.13576], [-3.56721, 4.21970, -0.87223], [-1.58815, 2.99619, 0.00500], [1.74343, -6.06657, -2.74924], [1.35812, -4.96726, -2.05904], [0.04138, -4.81198, -1.60272], [-0.28943, -3.68662, -0.88579], [0.57315, -2.71142, -0.58147], [1.82270, -2.85527, -1.03465], [2.26234, -3.93820, -1.75779], [1.07244, -6.75921, -3.02653], [2.66548, -6.12936, -3.13976], [-0.70753, -5.56493, -1.80495], [-1.30500, -3.55125, -0.53208], [2.51089, -2.04905, -0.80784], [3.29054, -3.99006, -2.08766]],
  "forces_ev_per_angstrom": [[-0.02, -0.04, 0.04], [-0.04, 0.09, -0.05], [0.02, -0.09, 0.08], [-0.04, 0.02, 0.01], [0.05, 0.04, -0.09], [0.03, -0.03, 0.04], [0.03, 0.02, 0.02], [0.01, 0.00, 0.01], [-0.01, 0.01, -0.02], [-0.03, -0.03, 0.00], [0.00, 0.00, 0.01], [-0.02, 0.01, 0.00], [-0.02, -0.03, 0.00], [-0.10, 0.03, -0.05], [0.13, 0.03, 0.07], [-0.02, -0.10, -0.04], [-0.13, 0.05, 0.00], [0.11, 0.01, 0.09], [0.02, 0.04, -0.01], [-0.04, -0.01, 0.01], [0.04, -0.02, -0.03], [0.01, 0.00, 0.00], [0.03, -0.01, -0.04], [-0.01, 0.00, -0.02], [0.03, 0.00, -0.04], [-0.01, -0.05, 0.06], [-0.09, -0.04, -0.06], [0.00, -0.01, 0.04], [0.01, 0.03, 0.01], [-0.04, -0.03, -0.04], [0.05, 0.09, 0.00], [-0.01, -0.01, 0.04], [-0.01, 0.00, 0.02], [0.00, 0.01, -0.02], [0.00, 0.01, 0.01], [0.03, 0.00, 0.01], [0.00, -0.03, -0.03], [0.01, 0.00, -0.01], [0.05, 0.03, 0.03], [-0.07, 0.01, 0.06], [0.06, -0.01, -0.13], [0.04, 0.02, 0.01], [-0.06, -0.02, 0.02], [0.01, 0.01, 0.00], [-0.01, -0.01, 0.00], [-0.02, -0.02, -0.01], [-0.02, 0.02, 0.00], [0.01, 0.02, 0.01], [0.03, 0.00, -0.01]],
  "mulliken_spin": [0.83, 0.08, 0.00, 0.00, 0.06, -0.02, -0.01, 0.00, 0.00, 0.00, 0.00, -0.02, -0.01, 0.00, 0.00, 0.00, -0.01, -0.01, 0.00, 0.00, 0.00, 0.00, 0.00, 0.03, 0.00, 0.02, -0.01, 0.00, 0.00, 0.01, -0.01, 0.05, 0.00, 0.00, 0.00, 0.00, 0.00, 0.00, 0.01, -0.01, 0.01, -0.01, 0.01, 0.00, 0.00, 0.00, 0.01, 0.01, 0.00]
}